DFT (ωB97M-V/def2-TZVPD) results for a structure of composition C20H21AsF3N2O9P2SnTe at a distorted geometry.

```
60
Properties=species:S:1:pos:R:3:forces:R:3:mulliken_charge:R:1
Te -3.202850 0.118194 -2.315609 0.24 0.11 -0.23 -0.62
Sn -2.783839 0.857397 0.152588 0.70 0.56 0.88 1.32
As 0.794014 -0.202678 -0.187356 1.01 -0.15 -0.63 0.55
P -5.002149 -0.594021 1.390780 -1.25 -0.36 -0.03 0.41
P -2.682315 -1.718870 2.273340 0.63 -0.29 0.35 0.47
F -2.257955 1.620011 3.171982 -0.06 -0.12 0.00 -0.26
F -0.827489 2.622700 1.901689 -0.01 -0.05 0.03 -0.20
F -2.834320 3.382719 2.062065 -0.12 -0.05 0.02 -0.26
O -4.809571 0.894290 1.207938 1.01 0.46 -0.19 -0.62
O -0.313793 1.010130 -0.307676 -0.74 0.03 0.38 0.79
O -1.931373 -0.745572 1.345390 -0.50 0.69 -0.41 0.32
O -4.712827 -1.451066 0.233476 -0.03 -0.30 0.11 -0.58
O -2.797668 -3.119220 1.879423 0.23 -0.29 0.17 -0.72
O -6.475919 -0.818839 1.979496 -0.04 0.15 0.07 -0.57
O -2.612075 3.242715 -0.874187 0.13 0.13 0.19 -0.46
O -4.086501 -1.015238 2.657982 0.06 -0.09 -0.07 -0.31
O -1.940856 -1.579303 3.700085 -0.07 -0.08 0.07 -0.62
N -2.003966 5.016153 -2.129434 -0.06 0.00 -0.14 -0.51
N -0.392119 3.674737 -1.146320 0.11 -0.05 0.09 -0.19
C 2.811734 -0.359476 -4.454797 -0.03 0.00 0.01 -0.42
C 2.266606 0.408746 0.918830 -0.03 -0.22 0.07 0.49
C 2.870329 -0.892727 -2.113251 -0.07 -0.03 0.18 -0.21
C -0.123891 -4.178722 -0.876017 0.02 0.03 -0.01 -0.77
C 3.168841 -0.458789 1.523741 -0.10 -0.08 -0.03 -0.20
C 2.503991 1.778276 0.947732 -0.29 0.00 -0.08 -0.33
C 0.131498 -4.804591 0.332733 -0.05 -0.03 0.04 -0.51
C 4.295499 0.044532 2.158496 0.06 -0.01 0.00 -0.81
C 1.016946 0.341793 -3.020278 -0.24 0.17 0.29 0.27
C 1.598251 0.287358 -4.278908 0.06 -0.02 -0.05 -0.72
C 0.044912 -2.808426 -0.990609 -0.04 0.11 -0.18 -0.66
C 0.467714 -2.076176 0.109137 -0.17 0.22 0.08 0.32
C 0.525447 -4.064019 1.436000 0.06 -0.05 0.06 -0.88
C -2.131401 2.233429 1.965684 -0.22 -0.46 -1.10 0.28
C 3.637592 2.278093 1.566661 0.01 0.01 -0.02 -0.81
C -1.709539 3.921827 -1.351052 -0.23 0.09 0.08 0.21
C 4.535619 1.410110 2.171438 0.03 -0.03 -0.03 -0.48
C 0.695665 -2.695446 1.328541 -0.14 0.17 0.17 -0.01
C 1.649299 -0.251365 -1.935630 0.00 -0.02 -0.02 -0.20
C 3.450141 -0.946174 -3.369380 0.09 -0.01 -0.01 -0.70
H 0.946565 -2.108279 2.203008 -0.01 -0.03 0.02 0.60
H -6.728329 -1.725763 1.772257 -0.06 -0.01 -0.01 0.32
H 0.062863 0.835771 -2.860539 -0.06 -0.06 -0.08 0.18
H -0.010991 -5.872136 0.430132 -0.01 -0.04 -0.01 0.37
H 4.402368 -1.442426 -3.504851 0.01 -0.03 0.00 0.40
H -0.463935 -4.752347 -1.727747 -0.03 0.02 0.00 0.40
H 1.779508 2.436885 0.482972 0.06 0.09 0.06 0.27
H 3.360746 -1.351159 -1.260780 0.07 -0.03 -0.06 0.37
H 0.677527 -4.549052 2.390671 -0.02 0.00 0.01 0.37
H 2.989377 -1.526464 1.498662 0.09 0.03 0.01 0.49
H -0.205020 2.749954 -0.759688 0.07 -0.08 -0.04 -0.01
H 5.430528 1.797375 2.641443 -0.02 0.01 0.04 0.37
H 3.260832 -0.412403 -5.438185 0.02 0.01 -0.02 0.36
H 1.098809 0.746092 -5.122203 -0.04 0.00 0.00 0.43
H 4.992234 -0.633695 2.633853 0.01 -0.01 0.00 0.40
H -2.975424 5.275581 -2.115242 0.03 0.03 -0.01 0.28
H 0.280673 4.046279 -1.793809 -0.06 -0.02 -0.07 0.29
H -1.332473 5.758427 -2.211816 -0.02 0.01 0.05 0.18
H -2.053427 -0.679515 4.031675 0.10 0.06 -0.04 0.32
H -0.172382 -2.298864 -1.923438 -0.02 -0.10 0.01 0.42
H 3.828273 3.343245 1.568902 -0.04 0.02 0.02 0.40
```
Positions in Å, forces in eV/Å.

Output
- orbital gap (Ha) = 0.2200
- highest occupied orbital energy (eV) = -3.701
- energy (hartree) = -5262.2477
- multiplicity = 1
- net charge = -1